Below is C30H48Cl2MnN3O6Si as an isolated structure in a non-equilibrium geometry, with properties calculated with ωB97M-V/def2-TZVPD.

CARTESIAN COORDINATES (ANGSTROEM)
1 C 2.87015 -2.76806 -3.31012
2 C 2.32075 -1.84668 -4.36133
3 H 2.72672 -3.81907 -3.61112
4 H 2.39695 -2.60134 -2.32963
5 H 3.95659 -2.61238 -3.19130
6 C 2.25931 -2.16286 -5.67282
7 C 2.61560 -3.46781 -6.29389
8 H 1.93041 -1.41951 -6.39970
9 H 2.15515 -4.31544 -5.76530
10 H 3.69889 -3.63641 -6.36050
11 H 2.24764 -3.47578 -7.32814
12 Mn 0.81487 0.40721 1.38356
13 Cl 1.92952 1.61660 -0.32136
14 C -0.56195 2.83888 1.01627
15 O -0.96888 1.71127 1.38048
16 N -1.27365 3.69647 0.27855
17 C -2.65941 3.37874 -0.05240
18 C -0.56311 4.79722 -0.35698
19 H 0.47073 3.15843 1.24276
20 H -3.19823 3.13197 0.87267
21 H -2.75307 2.51986 -0.74038
22 H -3.10952 4.26647 -0.50983
23 H 0.28026 5.04496 0.29855
24 H -1.22500 5.66416 -0.44787
25 H -0.15201 4.50488 -1.33685
26 H -3.37966 1.58623 5.21659
27 H -1.48522 1.53559 6.85307
28 C -3.15021 0.56401 4.89588
29 C -1.32919 0.48429 6.57445
30 N -1.76972 0.24567 5.21055
31 H -3.31376 0.45829 3.82069
32 C -0.97840 -0.40185 4.32963
33 O -1.23676 -0.60323 3.13242
34 H -0.26327 0.24885 6.64587
35 H -0.04129 -0.74729 4.81386
36 H -3.84031 -0.09375 5.44496
37 H -1.88732 -0.13981 7.28887
38 H -0.39445 -5.01403 2.71885
39 H -0.05108 -3.72217 -0.13461
40 C -1.33748 -5.15207 2.14401
41 C -1.07203 -4.14730 -0.11289
42 N -1.59628 -4.03833 1.23591
43 H -2.17837 -5.21905 2.86071
44 C -2.34702 -2.97861 1.66586
45 O -2.93851 -2.16251 0.95410
46 H -1.69918 -3.60914 -0.83877
47 H -2.38037 -2.97195 2.78360
48 H -1.27050 -6.07451 1.54758
49 H -1.01662 -5.22037 -0.36299
50 O 0.83957 -0.76929 -2.81430
51 C 1.76990 -0.49648 -3.87889
52 C 0.00817 -0.32417 -5.62871
53 C 1.12445 0.26861 -5.02829
54 H -0.36135 -1.28054 -5.23289
55 C -0.60220 0.27162 -6.73477
56 H 2.61528 0.05640 -3.43248
57 C 1.62002 1.49807 -5.51236
58 H -1.53662 -0.14438 -7.11667
59 C 0.03190 1.35543 -7.34902
60 C 1.09577 2.00087 -6.71757
61 H 2.42204 2.01184 -4.95668
62 H -0.32941 1.71773 -8.31239
63 H 1.54840 2.90468 -7.14366
64 Si -0.68838 -0.06354 -2.53028
65 Cl 1.23151 -1.65990 0.34089
66 C -2.06130 -0.81127 -3.58225
67 C -0.49437 1.78054 -2.71823
68 C -1.28204 -0.58633 -0.85181
69 H -2.20777 -0.38351 -4.58230
70 H -2.98910 -0.62586 -3.01837
71 H -1.95644 -1.90143 -3.68876
72 H -0.84482 -1.57433 -0.65501
73 H -2.36175 -0.65017 -0.69183
74 H -0.86295 0.13848 -0.13793
75 H -0.19176 2.08668 -3.73358
76 H 0.29744 2.11821 -2.02606
77 H -1.43058 2.30418 -2.48034
78 O 3.12928 0.85138 2.95298
79 C 2.16209 1.25875 3.60930
80 O 0.94256 1.34516 3.13946
81 C 2.23954 1.62795 5.06866
82 C 1.28947 2.46499 5.67673
83 C 1.29038 2.65530 7.06117
84 C 2.21885 1.99405 7.86799
85 C 3.11754 1.10010 7.28075
86 C 3.11881 0.91082 5.89229
87 H 0.49450 2.91808 5.08841
88 H 0.54835 3.31466 7.50787
89 H 2.22230 2.17870 8.94480
90 H 3.81412 0.54723 7.90854
91 H 3.75691 0.15192 5.44407

Values from the calculation:
HOMO level (spin up / spin down) in eV: -8.44 / -8.44
Electronic energy in eV: -112889.743
Lowest unoccupied orbital energy (spin up / spin down) in eV: -3.58 / 0.16
⟨S²⟩: 6.3213
Multiplicity: 5
Frontier orbital gap (spin up / spin down) in eV: 4.86 / 8.61

---

Below is C30H48GaP2 as an isolated structure in a non-equilibrium geometry, with properties calculated with ωB97M-V/def2-TZVPD.

CARTESIAN COORDINATES (ANGSTROEM)
1 Ga -0.34906 2.63216 -4.67236
2 C -0.58776 -2.15879 0.76847
3 C 0.76966 -2.33674 0.38829
4 C 0.69384 -0.73416 2.04045
5 C -0.63526 -1.14579 1.76367
6 C 1.56616 -1.47638 1.18984
7 C -1.75771 -2.93347 0.30127
8 H -1.46077 -3.68302 -0.44102
9 H -2.52169 -2.27747 -0.14791
10 H -2.23975 -3.46103 1.13924
11 C -1.85367 -0.61241 2.41266
12 H -2.71884 -1.23280 2.16368
13 H -2.07043 0.41224 2.07945
14 H -1.74584 -0.58834 3.50388
15 C 1.09517 0.24010 3.07821
16 H 1.10181 -0.22338 4.07526
17 H 0.39547 1.08438 3.11316
18 H 2.09875 0.62783 2.88171
19 C 3.04137 -1.42645 1.21680
20 H 3.45195 -2.11294 1.97442
21 H 3.40171 -0.41942 1.46261
22 H 3.46522 -1.71865 0.24886
23 C 1.27581 -3.30175 -0.61410
24 H 1.45218 -4.28995 -0.16923
25 H 2.22335 -2.96018 -1.03959
26 H 0.56142 -3.42930 -1.43391
27 C -1.98099 1.97668 -5.49242
28 C -2.36275 0.52640 -5.09561
29 C -1.53682 -0.51490 -5.90965
30 C -0.03147 -0.48850 -5.64840
31 C 0.55717 0.82640 -5.14256
32 C 0.76721 1.91243 -6.06029
33 C -0.09565 2.08592 -7.32227
34 C -1.61150 2.12214 -7.02066
35 H -1.71481 -0.33733 -6.98074
36 H 0.48035 -0.78551 -6.58228
37 H -1.92669 -1.52325 -5.71013
38 H -2.18124 1.39920 -7.63014
39 H -2.85562 2.60927 -5.30264
40 H -3.42126 0.38750 -5.40037
41 H -2.00804 3.11066 -7.30552
42 H 0.21168 3.04544 -7.77652
43 H 1.75343 2.38104 -6.06845
44 H 0.14822 1.32485 -8.08111
45 H 0.23518 -1.26789 -4.91239
46 H 1.24316 0.64496 -4.30566
47 P -2.71568 -0.10260 -3.33767
48 P 2.06231 2.53859 -0.66865
49 C 0.59000 3.71102 -3.11380
50 C 1.90087 3.44190 -2.33446
51 H -0.22747 3.98946 -2.42629
52 H 0.78708 4.60598 -3.74857
53 H 2.64679 2.99471 -3.01176
54 H 2.28506 4.42931 -2.01558
55 C 3.39476 3.52647 0.12868
56 H 4.13456 2.83214 0.52978
57 H 2.92839 4.06514 0.95776
58 H 3.84606 4.21700 -0.58499
59 C 3.06871 1.09750 -1.23744
60 H 3.31139 1.16956 -2.30756
61 H 2.47431 0.18917 -1.05294
62 H 3.98952 1.05533 -0.63412
63 C -4.43712 -0.36082 -2.92987
64 H -4.50380 -1.31543 -2.39728
65 H -5.02186 -0.36028 -3.85305
66 H -4.78770 0.41218 -2.25005
67 C -1.96492 -1.70896 -3.05625
68 H -1.23174 -1.69062 -2.24227
69 H -1.48800 -2.08496 -3.96547
70 H -2.79368 -2.37605 -2.77783
71 C -2.21016 3.02115 -0.17092
72 C -1.36602 1.90109 -0.11581
73 C -1.29860 1.03884 -1.20991
74 C -2.19494 1.25719 -2.28354
75 C -2.77660 2.53600 -2.46009
76 C -2.82361 3.41386 -1.36840
77 H -2.36829 3.60785 0.73909
78 H -0.76466 1.67824 0.77421
79 H -0.51026 0.27305 -1.30038
80 H -3.14659 2.86248 -3.43478
81 H -3.37444 4.35710 -1.46610

Values from the calculation:
HOMO level (spin up / spin down) in eV: -9.38 / -9.27
Relative energy (zero: lowest compared OMol25 entry of this formula, charge and spin) in kcal per mole: 91.56
Electronic energy in eV: -102831.408
Lowest unoccupied orbital energy (spin up / spin down) in eV: -3.37 / -3.36
Total charge: +1
Frontier orbital gap (spin up / spin down) in eV: 6.01 / 5.92

---

Below is C30H48N7O3ReS as an isolated structure, with properties calculated with ωB97M-V/def2-TZVPD.

CARTESIAN COORDINATES (ANGSTROEM)
1 Re -0.65372 -1.40925 0.42310
2 O -0.49970 -3.25110 1.55343
3 C 0.42746 -4.34033 1.21433
4 C -0.18256 -5.27543 0.19652
5 C -0.82142 -4.55576 -1.00118
6 C 0.11569 -3.62411 -1.71625
7 C 0.86962 -4.12112 -2.77114
8 C 1.76878 -3.31398 -3.44113
9 C 1.90092 -1.98928 -3.03805
10 C 1.13440 -1.54380 -1.99306
11 N 0.25143 -2.33065 -1.32135
12 H -1.31104 -3.61345 1.93738
13 H 0.68050 -4.84828 2.14252
14 H 1.31750 -3.83031 0.84835
15 H -0.94580 -5.89520 0.67289
16 H 0.60038 -5.96316 -0.13142
17 H -1.71252 -4.02415 -0.68347
18 H -1.15437 -5.30782 -1.71559
19 H 0.73436 -5.15374 -3.06293
20 H 2.35515 -3.70638 -4.26170
21 H 2.58813 -1.31236 -3.52530
22 H 1.23076 -0.52442 -1.64479
23 C -4.74257 -2.51133 -0.77254
24 C -3.65657 -2.07455 0.14645
25 O -2.49821 -1.95613 -0.34652
26 C -3.89599 -1.81325 1.54071
27 C -5.12639 -2.16688 2.13398
28 C -5.37093 -1.90557 3.46042
29 C -4.40123 -1.25570 4.22375
30 C -3.19102 -0.87114 3.66915
31 C -2.93528 -1.15421 2.33839
32 O -1.75884 -0.73123 1.81141
33 H -4.39498 -2.48719 -1.80195
34 H -5.63250 -1.89440 -0.65667
35 H -5.03036 -3.53900 -0.53131
36 H -5.88305 -2.66362 1.54236
37 H -6.31078 -2.19547 3.90820
38 H -4.59528 -1.04207 5.26680
39 H -2.44522 -0.35627 4.25931
40 C 3.20806 2.61599 -1.32618
41 C 4.44658 1.74003 -1.18872
42 C 4.89655 1.46600 0.24240
43 C 3.98315 0.57238 1.07139
44 N 2.78537 1.27896 1.56689
45 C 1.57793 0.79282 1.72784
46 S 1.29772 -0.94677 1.47207
47 N 0.58799 1.49079 2.24153
48 C 0.67133 2.92198 2.56987
49 C 1.36284 3.20582 3.90010
50 C 1.55739 4.70433 4.11810
51 C 2.25653 5.00641 5.43637
52 H 3.03224 2.87265 -2.37137
53 H 3.32945 3.55800 -0.78543
54 H 2.30700 2.13097 -0.94825
55 H 5.27611 2.21822 -1.71113
56 H 4.29159 0.78131 -1.69785
57 H 5.06897 2.40652 0.77757
58 H 5.86784 0.96944 0.21660
59 H 4.52075 0.19834 1.94402
60 H 3.65135 -0.28828 0.48882
61 H 2.94627 2.22466 1.89231
62 H -0.28631 1.00319 2.38195
63 H -0.35163 3.29539 2.58664
64 H 1.16845 3.42930 1.73640
65 H 2.33126 2.69595 3.95103
66 H 0.76072 2.78624 4.71021
67 H 0.58252 5.19921 4.09284
68 H 2.13424 5.11941 3.28525
69 H 1.67233 4.64433 6.28323
70 H 2.39695 6.07784 5.56577
71 H 3.24017 4.53570 5.47882
72 C 0.29893 2.43952 -4.68532
73 C -1.16390 2.01345 -4.72286
74 C -1.31085 0.52297 -5.01205
75 C -1.91406 2.42928 -3.45600
76 N -1.39804 1.73184 -2.26209
77 C -1.66982 0.52811 -1.78808
78 N -0.88121 0.32694 -0.74067
79 N -0.11604 1.43741 -0.60837
80 N -0.42539 2.27368 -1.51138
81 H 0.77038 2.25005 -5.64861
82 H 0.85713 1.87526 -3.93071
83 H 0.40827 3.50050 -4.46036
84 H -1.67039 2.56286 -5.52121
85 H -0.77170 -0.08378 -4.27416
86 H -0.88027 0.28621 -5.98397
87 H -2.35664 0.20780 -5.03385
88 H -2.97823 2.20528 -3.51832
89 H -1.79028 3.48835 -3.23875
90 H -2.40436 -0.15080 -2.18549

Values from the calculation:
HOMO level (spin up / spin down) in eV: -16.75 / -17.06
Electronic energy in eV: -61404.992
Lowest unoccupied orbital energy (spin up / spin down) in eV: -10.40 / -10.02
⟨S²⟩: 0.7597
Multiplicity: 2
Total charge: +3
Frontier orbital gap (spin up / spin down) in eV: 6.35 / 7.04